Density functional theory data (ωB97M-V with the def2-TZVPD basis set) for a cluster of 2 separate species, C5H15N3 in total.

XYZ file:
```
23
Properties=species:S:1:pos:R:3
N 2.071 -2.332 0.076
C 1.916 -1.049 0.762
C 2.097 0.094 -0.226
N 1.778 1.372 0.393
H 1.239 -2.553 -0.460
H 2.209 -3.074 0.750
H 2.691 -0.981 1.526
H 0.953 -0.944 1.269
H 3.135 0.098 -0.557
H 1.492 -0.133 -1.114
H 2.273 2.132 -0.056
H 0.789 1.572 0.302
C -2.791 0.165 1.250
C -2.100 -0.211 -0.049
C -1.722 1.265 -1.791
N -1.433 0.966 -0.606
H -3.316 -0.688 1.683
H -2.098 0.523 2.011
H -3.528 0.940 1.051
H -2.854 -0.581 -0.752
H -1.344 -0.981 0.106
H -2.429 0.684 -2.390
H -1.272 2.131 -2.264
```

E ... -363.73328 hartree
HOMO ... -8.893 eV
Relative energy (zero: lowest compared OMol25 entry of this formula, charge and spin) ... 1.4645 eV
Total charge ... 0
LUMO ... 0.03507 hartree

Mulliken population analysis, charges in e, atoms 1 to 4: N -0.63; C -0.38; C -0.35; N -0.65